No. 1
{"formula": "CHBrClNO2", "method": "ωB97M-V/def2-TZVPD", "species": ["C", "N", "O", "O", "Cl", "Br", "H"], "coordinates": [[-0.043477, -0.590880, -0.692803], [2.459102, 1.446656, -1.082586], [3.206138, 1.332974, -0.159192], [1.396233, 0.908144, -1.348439], [0.130138, -2.069897, -1.490911], [-1.373566, 0.517068, -1.388244], [0.197458, -0.737408, 0.295527]], "atomic_forces_ev_per_a": [[-0.5, 0.0, -2.2], [0.8, 0.7, 0.1], [-0.9, -0.5, -0.3], [0.3, -0.3, 0.1], [0.3, -0.4, -0.5], [-0.1, -0.1, 0.6], [0.1, 0.6, 2.3]], "largest_force_ha_per_bohr": 0.0462, "relative_energy_kj_mol": 206.72, "e_tot_ha": -3277.94609, "orbital_gap_ev": [9.379, 6.802]}

=====

No. 2
{"formula": "CHBrF2O", "method": "ωB97M-V/def2-TZVPD", "species": ["C", "O", "F", "F", "Br", "H"], "coordinates": [[-0.769188, -0.861128, -0.428244], [1.855479, 0.984275, 0.015802], [-0.996116, -1.138852, 0.876069], [-1.971179, -0.477249, -0.930049], [0.060407, 1.330072, 0.000838], [1.820594, 0.162881, 0.465582]], "atomic_forces_ev_per_a": [[-0.9, -1.0, 0.1], [-1.0, 1.3, -0.7], [-0.4, 0.1, -1.0], [0.9, -0.4, 0.9], [0.8, 1.8, 0.0], [0.5, -1.7, 0.8]], "largest_force_ha_per_bohr": 0.0380, "relative_energy_kj_mol": 443.29, "e_tot_ha": -2887.52919, "orbital_gap_ev": 8.878}

=====

No. 3
{"formula": "CHBrN2O3", "method": "ωB97M-V/def2-TZVPD", "species": ["O", "N", "O", "C", "N", "O", "Br", "H"], "coordinates": [[-0.173819, 2.637323, 1.324226], [-0.844337, 1.831844, 0.733140], [-1.710932, 2.086502, -0.107242], [-0.526060, 0.418415, 0.860715], [-0.944622, -0.671402, 0.595885], [-1.246404, -1.790004, 0.434495], [2.435103, -2.783880, -1.616919], [3.011070, -1.728798, -2.224300]], "atomic_forces_ev_per_a": [[-0.1, -0.5, 0.4], [-0.4, 0.0, -1.9], [0.7, -0.3, 1.1], [-0.9, -2.0, -0.3], [0.8, 3.3, 0.8], [0.0, -0.5, -0.1], [-1.0, -1.7, 1.0], [1.0, 1.8, -1.0]], "largest_force_ha_per_bohr": 0.0670, "relative_energy_kj_mol": 105.26, "e_tot_ha": -2947.70539, "orbital_gap_ev": 9.706, "smiles": "O=[N+]([O-])C#[N+][O-].Br"}

=====

No. 4
{"formula": "CHBrNO2", "method": "ωB97M-V/def2-TZVPD", "species": ["C", "N", "O", "O", "Br", "H"], "coordinates": [[0.599129, -0.858700, 0.011517], [-0.230131, 0.828428, -0.412484], [1.644368, -0.783086, -0.522085], [-0.227796, -1.455210, 0.666617], [-2.003597, 0.824932, 0.052172], [0.218028, 1.443635, 0.204261]], "atomic_forces_ev_per_a": [[-3.6, 1.4, 0.9], [0.7, -2.0, -1.7], [1.9, -0.5, -0.5], [1.4, -0.4, -0.5], [-1.0, 0.3, 0.4], [0.6, 1.2, 1.3]], "largest_force_ha_per_bohr": 0.0778, "relative_energy_kj_mol": 65.99, "e_tot_ha": -2817.98557, "orbital_gap_ev": 7.271, "total_charge": -1}

=====

No. 5
{"formula": "CHCl2NO", "method": "ωB97M-V/def2-TZVPD", "species": ["C", "N", "O", "Cl", "Cl", "H"], "coordinates": [[1.164334, -0.357395, 0.036178], [-2.007067, 0.538353, -0.680036], [1.321021, 0.012393, 1.140283], [0.187502, -1.756346, -0.369653], [-2.321807, 1.308822, 0.619349], [1.656016, 0.254171, -0.746120]], "atomic_forces_ev_per_a": [[0.5, 0.9, -0.3], [0.3, -0.7, -1.3], [-0.2, -0.1, 1.3], [0.3, 0.1, -0.3], [-0.3, 0.7, 1.3], [-0.6, -0.9, -0.7]], "largest_force_ha_per_bohr": 0.0297, "relative_energy_kj_mol": 197.03, "e_tot_ha": -1088.92936, "orbital_gap_ev": [8.674, 8.576]}

=====

No. 6
{"formula": "CHCl2O2S", "method": "ωB97M-V/def2-TZVPD", "species": ["C", "O", "O", "S", "Cl", "Cl", "H"], "coordinates": [[1.787756, 0.500660, 0.664332], [0.304028, -4.784559, 1.358177], [-1.305984, -3.900600, 2.953620], [-0.861186, -3.942203, 1.582325], [1.325591, -0.844565, 1.616765], [1.213401, 0.102283, -0.962094], [1.102846, 1.314388, 0.891350]], "atomic_forces_ev_per_a": [[1.0, 1.9, -0.5], [-1.2, 0.8, -0.2], [-0.3, 0.2, -0.5], [1.6, -0.8, 0.8], [-0.7, -1.9, 1.9], [-0.3, -0.2, -1.9], [-0.1, 0.0, 0.5]], "largest_force_ha_per_bohr": 0.0539, "relative_energy_kj_mol": 214.18, "e_tot_ha": -1507.72738, "orbital_gap_ev": [3.912, 3.910], "total_charge": -1}

=====

No. 7
{"formula": "CHCl2O4S2", "method": "ωB97M-V/def2-TZVPD", "species": ["C", "O", "O", "O", "O", "S", "S", "Cl", "Cl", "H"], "coordinates": [[1.743799, 1.209318, -0.298101], [2.544950, 2.040432, -0.625715], [2.384470, -0.609708, -2.125235], [-1.600698, -0.145460, 2.629859], [-2.183144, -2.408157, 1.716505], [1.238383, -0.399762, -1.265516], [-1.694124, -1.034686, 1.479615], [-0.385675, 0.221633, -2.435319], [-3.313077, -0.029332, 0.150028], [1.265116, 1.155722, 0.773880]], "atomic_forces_ev_per_a": [[-0.3, 1.0, 1.5], [-1.2, -1.6, 0.0], [0.5, -0.2, -0.5], [-0.4, -0.3, 0.2], [0.0, 1.5, 0.2], [-0.1, 0.3, 0.3], [1.0, -1.3, -0.3], [0.4, 0.3, 0.4], [-0.5, 0.2, -0.1], [0.6, 0.2, -1.6]], "largest_force_ha_per_bohr": 0.0393, "relative_energy_kj_mol": 0.00, "e_tot_ha": -2056.46936, "orbital_gap_ev": 6.418, "total_charge": -1}

=====

No. 8
{"formula": "CHCl3", "method": "ωB97M-V/def2-TZVPD", "species": ["Cl", "C", "Cl", "Cl", "H"], "coordinates": [[-0.290593, 0.997283, 1.428998], [-0.043344, -0.081159, -0.048195], [-0.852045, 0.400692, -1.528270], [1.644079, -0.379228, -0.110459], [-0.458097, -0.937587, 0.257927]], "atomic_forces_ev_per_a": [[-0.4, -0.1, -1.1], [0.6, 2.9, 0.7], [0.4, 0.3, 0.3], [1.1, 0.0, -0.8], [-1.7, -3.1, 0.9]], "largest_force_ha_per_bohr": 0.0710, "relative_energy_kj_mol": 33.84, "e_tot_ha": -1419.25899, "orbital_gap_ev": 11.707, "smiles": "ClC(Cl)Cl"}

=====

No. 9
{"formula": "CHCl3", "method": "ωB97M-V/def2-TZVPD", "species": ["Cl", "C", "Cl", "Cl", "H"], "coordinates": [[-14.427646, -20.037286, -3.076429], [-15.185892, -18.459093, -3.007634], [-16.923345, -18.629006, -3.283846], [-14.517376, -17.288029, -4.119459], [-15.027541, -18.092086, -2.002752]], "atomic_forces_ev_per_a": [[0.3, -0.2, -0.2], [-0.4, 0.0, 0.3], [-0.1, 0.1, 0.1], [0.3, 0.0, -0.2], [-0.1, 0.1, 0.0]], "largest_force_ha_per_bohr": 0.0100, "relative_energy_kj_mol": 1.72, "e_tot_ha": -1419.27123, "orbital_gap_ev": 11.920, "smiles": "ClC(Cl)Cl"}

=====

No. 10
{"formula": "CHCl3N2", "method": "ωB97M-V/def2-TZVPD", "species": ["C", "N", "N", "Cl", "Cl", "Cl", "H"], "coordinates": [[-0.586527, 0.308426, 0.209157], [-0.882134, -0.845842, -0.075065], [1.304496, 0.443608, 0.484354], [-2.405387, -1.222100, -0.675009], [1.995765, -1.222088, 0.450447], [1.468268, 1.219240, -1.000435], [-0.894482, 1.318756, 0.606552]], "atomic_forces_ev_per_a": [[3.4, 0.3, 2.4], [0.4, 0.7, -0.4], [-3.2, -1.5, 0.7], [-0.8, -0.1, 0.0], [-0.6, 1.3, -0.2], [0.9, 0.6, -1.3], [0.0, -1.3, -1.1]], "largest_force_ha_per_bohr": 0.0804, "relative_energy_kj_mol": 230.92, "e_tot_ha": -1528.59558, "orbital_gap_ev": 9.260}

=====

No. 11
{"formula": "CHCl3O", "method": "ωB97M-V/def2-TZVPD", "species": ["C", "O", "Cl", "Cl", "Cl", "H"], "coordinates": [[-0.116416, 0.182128, 0.670458], [0.009585, -1.156879, -0.725381], [1.191789, 1.216484, 0.167439], [-1.604370, 0.945413, 0.464766], [0.489989, -0.654822, -2.170275], [0.029423, -0.532325, 1.592993]], "atomic_forces_ev_per_a": [[1.7, -2.3, -1.7], [-0.9, 0.8, 3.4], [-0.3, -0.5, 0.9], [-0.5, -0.2, 0.3], [0.3, 0.7, -0.7], [-0.2, 1.6, -2.1]], "largest_force_ha_per_bohr": 0.0699, "relative_energy_kj_mol": 132.20, "e_tot_ha": -1494.37970, "orbital_gap_ev": [9.088, 9.087]}

=====

No. 12
{"formula": "CHCl4PS", "method": "ωB97M-V/def2-TZVPD", "species": ["S", "P", "Cl", "Cl", "C", "Cl", "Cl", "H"], "coordinates": [[-1.455497, -1.475251, 0.221115], [0.444576, -0.572239, 0.036266], [1.489284, -1.651813, -1.569028], [1.522925, -1.213088, 1.556058], [-0.221074, 1.170938, 0.147194], [0.805910, 2.271078, 0.828143], [-0.738488, 1.717082, -1.519830], [-1.847634, -0.246707, 0.300083]], "atomic_forces_ev_per_a": [[1.3, -1.6, -0.6], [-1.5, 0.0, -1.5], [-0.8, 0.7, 0.9], [0.3, 0.3, 0.6], [-0.1, -1.9, -1.5], [1.5, 1.7, 1.0], [0.1, -0.5, 0.8], [-0.9, 1.3, 0.2]], "largest_force_ha_per_bohr": 0.0479, "relative_energy_kj_mol": 171.68, "e_tot_ha": -2618.97787, "orbital_gap_ev": [7.455, 7.456], "smiles": "SP(Cl)(Cl)=C(Cl)Cl"}

=====

No. 13
{"formula": "CHClFNO", "method": "ωB97M-V/def2-TZVPD", "species": ["C", "N", "O", "F", "Cl", "H"], "coordinates": [[-0.616803, 0.283421, -1.086673], [0.246710, -0.139152, 1.303527], [-0.867713, -0.596545, -1.800987], [-0.773470, 1.547787, -1.196033], [1.872555, -0.034063, 1.020822], [0.138721, -1.061449, 1.759343]], "atomic_forces_ev_per_a": [[0.7, -1.7, 1.4], [-0.7, 0.1, 0.3], [-0.3, -0.1, -0.8], [-0.3, 1.5, -0.4], [0.7, 0.0, -0.1], [-0.1, 0.2, -0.4]], "largest_force_ha_per_bohr": 0.0449, "relative_energy_kj_mol": 342.46, "e_tot_ha": -728.59871, "orbital_gap_ev": [8.037, 9.497]}

=====

No. 14
{"formula": "CHClFNO2", "method": "ωB97M-V/def2-TZVPD", "species": ["O", "N", "O", "C", "F", "Cl", "H"], "coordinates": [[1.402870, -0.200970, 1.799807], [1.513841, 0.549409, 0.884666], [2.208750, 1.499127, 0.742121], [0.551519, 0.190683, -0.437169], [0.295857, 1.344426, -1.046052], [1.447244, -0.927469, -1.454834], [-0.359661, -0.264405, -0.036385]], "atomic_forces_ev_per_a": [[0.0, -0.6, 0.9], [-1.7, -0.6, -2.7], [0.7, 0.8, 0.2], [0.7, 0.1, 1.2], [0.2, -0.2, 0.0], [-0.2, 0.4, 0.3], [0.3, 0.1, 0.0]], "largest_force_ha_per_bohr": 0.0620, "relative_energy_kj_mol": 0.00, "e_tot_ha": -803.88475, "orbital_gap_ev": 11.330, "smiles": "O=[N+]([O-])[C@@H](F)Cl"}

=====

No. 15
{"formula": "CHClN3O", "method": "ωB97M-V/def2-TZVPD", "species": ["C", "N", "N", "N", "O", "Cl", "H"], "coordinates": [[0.323672, 0.316875, 0.481372], [-4.274623, -0.493876, 0.001972], [-3.214446, -0.192168, -0.024152], [0.448725, -0.752712, 0.124841], [-2.051861, -0.365922, 0.061238], [0.566046, -2.450792, -0.168885], [-0.808933, -0.219179, -0.493130]], "atomic_forces_ev_per_a": [[-0.2, 6.1, 1.7], [-1.4, 1.3, -0.1], [-2.3, -1.9, -0.5], [0.2, -8.2, -3.0], [4.1, 0.4, 0.1], [0.2, 2.0, 0.5], [-0.5, 0.3, 1.3]], "largest_force_ha_per_bohr": 0.1691, "relative_energy_kj_mol": 625.95, "e_tot_ha": -737.83095, "orbital_gap_ev": 11.533, "total_charge": 1}

=====

No. 16
{"formula": "CHClNO2PS", "method": "ωB97M-V/def2-TZVPD", "species": ["H", "N", "C", "Cl", "O", "P", "O", "S"], "coordinates": [[2.207243, 0.792468, 0.151054], [1.267455, 0.598171, -0.292434], [0.820283, -0.564025, -0.198226], [1.642109, -2.061405, 0.190131], [-0.445316, -0.811758, -0.411397], [-1.433595, 0.424770, 0.116467], [-0.913729, 0.988842, 1.324572], [-3.144450, 0.632934, -0.880169]], "atomic_forces_ev_per_a": [[-1.3, -0.6, -1.1], [1.5, 0.2, 1.0], [2.5, 0.2, 0.3], [0.1, 0.4, 0.0], [-3.1, 0.4, -0.4], [-2.6, -0.9, -2.6], [0.1, 0.7, 1.4], [2.8, -0.4, 1.4]], "largest_force_ha_per_bohr": 0.0733, "relative_energy_kj_mol": 65.87, "e_tot_ha": -1443.69991, "orbital_gap_ev": 9.730, "smiles": "[H]/N=C(\\Cl)OP(=O)=S"}

=====

No. 17
{"formula": "CHClO2S", "method": "ωB97M-V/def2-TZVPD", "species": ["C", "O", "O", "S", "Cl", "H"], "coordinates": [[0.212957, 0.683143, 0.134607], [0.050611, 1.231353, 1.171877], [2.812047, 1.563499, 0.080176], [1.983437, 0.652308, -0.586182], [2.091569, -1.346606, 0.553929], [-0.493899, 0.140228, -0.500206]], "atomic_forces_ev_per_a": [[1.1, 0.5, 0.9], [-0.5, -0.1, -0.5], [1.5, 2.3, 1.7], [-1.6, -3.8, -1.1], [-0.2, 1.3, -1.0], [-0.3, -0.1, 0.0]], "largest_force_ha_per_bohr": 0.0840, "relative_energy_kj_mol": 78.99, "e_tot_ha": -1047.50331, "orbital_gap_ev": 8.590}

=====

No. 18
{"formula": "CHClO3S", "method": "ωB97M-V/def2-TZVPD", "species": ["C", "O", "O", "O", "S", "Cl", "H"], "coordinates": [[-1.223271, -0.584795, -0.944823], [-1.469138, 0.224073, -1.762415], [1.543305, -0.849980, 1.050826], [1.673931, 1.092924, -0.384617], [0.872154, 0.271130, 0.436728], [0.139256, 1.271327, 2.097746], [-1.536238, -1.424679, -0.493446]], "atomic_forces_ev_per_a": [[2.2, 7.3, -2.8], [0.4, -3.0, 2.2], [-0.4, -0.1, -0.1], [0.3, 1.6, -0.9], [-1.2, -3.1, 0.0], [-0.3, 0.6, 0.0], [-1.1, -3.3, 1.6]], "largest_force_ha_per_bohr": 0.1577, "relative_energy_kj_mol": 336.92, "e_tot_ha": -1122.69055, "orbital_gap_ev": [7.596, 7.590]}

=====

No. 19
{"formula": "CHClO3S", "method": "ωB97M-V/def2-TZVPD", "species": ["C", "O", "O", "O", "S", "Cl", "H"], "coordinates": [[-2.879915, -0.959677, -0.141874], [-3.283593, -1.470720, 0.795650], [-0.368508, -1.581723, 0.170253], [-2.474497, -0.390458, -1.066161], [0.567007, -0.829297, -0.622802], [2.407733, -1.381818, 0.043821], [0.634717, 0.516316, 0.099299]], "atomic_forces_ev_per_a": [[0.5, 0.8, -0.8], [-0.7, -0.9, 1.2], [-0.7, -0.8, 0.4], [-0.2, 0.2, -0.5], [0.2, 2.5, 0.9], [0.7, 0.0, 0.0], [0.1, -1.8, -1.2]], "largest_force_ha_per_bohr": 0.0519, "relative_energy_kj_mol": 62.26, "e_tot_ha": -1122.79517, "orbital_gap_ev": 10.473}

=====

No. 20
{"formula": "CHClOS", "method": "ωB97M-V/def2-TZVPD", "species": ["C", "O", "S", "Cl", "H"], "coordinates": [[0.219823, -0.199407, -1.089276], [0.170137, 0.225109, 1.256399], [1.003050, 0.845786, -1.845617], [-1.136991, 0.149359, 2.165238], [-0.256019, -1.020847, -0.486744]], "atomic_forces_ev_per_a": [[-2.0, -2.4, 1.5], [-0.6, 0.1, 1.1], [0.9, 1.0, -0.8], [0.6, 0.1, -0.4], [1.0, 1.2, -1.4]], "largest_force_ha_per_bohr": 0.0676, "relative_energy_kj_mol": 62.80, "e_tot_ha": -972.08710, "s_squared": 2.01, "orbital_gap_ev": [6.606, 7.917], "multiplicity": 3}